A cluster of 17 separate species, C68H105ClN16O5 in total. Source: OMol25; level of theory: ωB97M-V/def2-TZVPD.

XYZ file:
```
195
Properties=species:S:1:pos:R:3:lowdin_charge:R:1
Cl -5.562 -0.194 1.233 0.625
O -5.832 0.383 -0.050 -0.378
O -4.663 0.719 1.875 -0.396
O 0.419 1.913 0.582 -0.222
O -4.800 -1.398 0.971 -0.398
O -6.737 -0.351 2.052 -0.333
N -3.038 2.387 4.002 0.053
N 6.895 3.341 0.665 0.124
N -1.204 2.971 -2.233 0.052
N -4.020 -4.256 0.314 0.042
N -5.763 5.326 2.125 0.027
N 2.469 -1.416 7.214 -0.010
N 1.248 -3.279 -3.975 0.154
N -6.141 -0.990 -5.958 -0.001
N -3.605 8.426 -1.753 0.132
N -2.051 -0.564 -6.007 0.045
N 0.050 -3.037 5.448 0.037
N 1.839 3.728 -2.025 0.175
N 3.727 5.391 1.506 0.025
N 3.709 -4.277 2.988 0.013
N 3.874 -1.576 -1.021 0.192
N -0.406 -0.994 -0.125 -0.176
C 3.882 1.252 -3.643 -0.236
C 1.597 -6.592 -2.190 -0.114
C -1.201 1.273 4.779 -0.119
C -2.045 1.454 -6.963 -0.133
C 4.016 4.672 2.643 -0.138
C -3.646 4.744 1.843 -0.157
C 0.191 -6.137 -2.047 -0.255
C 2.969 4.908 3.547 -0.135
C -1.643 2.475 -3.464 -0.112
C -1.448 -4.089 4.351 -0.164
C 0.588 -4.222 -3.659 -0.201
C 4.002 2.735 -3.176 -0.163
C 4.076 -2.376 -1.795 -0.240
C -1.922 6.453 -1.335 -0.190
C 2.782 3.320 -2.553 -0.163
C -0.731 1.103 -6.701 -0.133
C -4.994 6.218 2.856 -0.126
C 2.515 6.020 1.702 -0.146
C -0.130 -4.175 4.738 -0.115
C -3.804 -5.012 -0.777 -0.159
C -5.032 -0.814 -3.960 -0.077
C 4.937 0.637 1.908 -0.229
C -4.894 4.454 1.507 -0.142
C -1.350 0.152 0.378 -0.018
C -5.930 -2.291 -5.491 -0.128
C 3.104 -5.493 3.059 -0.206
C 0.691 -1.453 0.897 -0.123
C 2.036 5.763 2.996 -0.110
C 2.315 -5.646 1.923 -0.141
C -0.712 1.350 1.171 -0.188
C 5.724 -4.054 -2.621 -0.262
C 2.721 -1.303 4.955 -0.117
C 0.405 -0.421 -1.345 0.009
C -0.785 -0.099 -6.007 -0.161
C 2.653 0.911 -4.540 -0.097
C -2.604 -5.924 0.899 -0.106
C -2.889 7.553 -1.567 -0.223
C -2.361 2.980 -1.412 -0.164
C -1.264 -2.186 -0.656 -0.129
C 3.353 -3.678 1.822 -0.178
C 6.633 2.232 0.814 -0.261
C -3.021 2.229 -3.376 -0.101
C 0.049 8.047 -1.403 -0.102
C -2.482 1.174 4.261 -0.167
C -3.303 -4.811 1.322 -0.147
C -5.702 -0.119 -4.984 -0.149
C 2.367 -4.475 1.174 -0.130
C -3.666 5.845 2.755 -0.108
C 0.126 -2.206 2.117 -0.052
C 1.850 -0.250 6.833 -0.139
C -0.222 -5.405 -3.335 -0.176
C -1.124 -2.313 5.472 -0.158
C 3.819 1.449 1.247 -0.123
C -2.095 -2.959 4.814 -0.112
C 6.277 0.831 1.110 -0.225
C 4.309 -3.412 -2.794 -0.165
C 0.853 3.075 1.228 -0.111
C -3.455 2.514 -2.063 -0.096
C 5.769 -5.000 -1.454 -0.156
C -2.890 -6.058 -0.479 -0.112
C -0.896 2.705 4.855 -0.074
C -2.822 0.364 -6.695 -0.138
C -2.141 -1.879 -1.863 -0.058
C -5.245 -2.168 -4.307 -0.141
C -2.105 3.311 4.403 -0.147
C -0.565 6.826 -0.684 -0.249
C 2.147 -0.080 5.459 -0.103
C 3.079 -1.995 6.100 -0.230
H -5.857 0.928 -5.198 0.108
H 3.008 4.330 4.459 0.090
H -2.923 -2.619 -2.033 0.059
H 0.082 5.948 -0.681 0.083
H 0.086 3.830 1.056 0.088
H 6.112 -4.561 -3.504 0.101
H -0.041 -3.257 1.878 0.068
H 0.755 -2.065 2.995 0.067
H -4.817 -3.024 -3.807 0.076
H 4.768 0.926 -4.188 0.102
H 4.695 -0.423 1.832 0.067
H -1.271 -1.466 6.126 0.105
H 0.140 1.709 -6.902 0.092
H 3.874 -2.757 1.605 0.062
H -1.837 -4.918 3.778 0.076
H 3.065 -1.492 3.949 0.068
H 3.467 -4.102 -2.838 0.073
H 1.138 2.886 2.263 0.086
H 1.019 8.289 -0.967 0.056
H -1.023 2.316 -4.334 0.079
H 0.325 7.806 -2.429 0.077
H -0.796 -1.746 2.473 0.075
H 3.298 -6.087 3.940 0.078
H 1.723 -7.416 -2.893 0.084
H 0.674 -4.883 4.595 0.103
H 5.291 -4.517 -0.602 0.052
H -5.286 3.657 0.892 0.117
H -1.888 0.521 -0.495 0.101
H 3.933 2.527 1.134 0.037
H -3.905 2.522 3.503 0.126
H -2.555 -6.792 -1.197 0.072
H 5.196 -5.913 -1.617 0.068
H -6.769 5.250 2.167 0.147
H 7.093 0.414 1.700 0.082
H 0.862 -2.757 5.979 0.099
H 4.929 4.107 2.754 0.095
H -0.551 0.492 5.145 0.045
H -3.131 -2.682 4.681 0.107
H -6.204 -3.128 -6.116 0.099
H -0.647 8.863 -1.205 0.071
H -0.277 0.073 -2.037 0.080
H -0.400 0.996 2.153 0.108
H -1.868 -6.511 1.428 0.091
H -2.748 4.238 1.519 0.077
H 2.065 6.633 0.935 0.090
H 1.663 0.845 -4.090 0.054
H 4.325 -2.735 -3.649 0.107
H 2.739 -0.092 -4.958 0.061
H 4.441 -3.950 3.602 0.023
H -0.494 -6.981 -1.974 0.097
H -1.543 2.039 1.324 0.108
H 1.776 -4.196 0.314 0.070
H 6.763 -5.249 -1.083 0.065
H -4.530 -0.518 -3.051 0.082
H 1.737 -6.526 1.682 0.081
H -2.030 -0.453 0.978 0.118
H -1.238 -5.025 -3.227 0.109
H 5.039 0.940 2.950 0.099
H 4.113 3.323 -4.088 0.108
H 1.012 -1.168 -1.856 0.074
H -3.602 1.814 -4.187 0.066
H 1.476 -1.994 0.369 0.081
H 0.022 -5.542 -1.149 0.098
H 3.615 1.106 0.233 0.058
H -2.355 2.320 -7.530 0.098
H -4.336 -4.744 -1.678 0.096
H -2.429 5.708 -0.721 0.080
H 4.927 2.908 -2.628 0.113
H -1.786 -2.564 0.222 0.110
H -4.530 -3.385 0.321 0.112
H -4.437 2.475 -1.615 0.097
H -3.858 0.173 -6.936 0.091
H 2.063 -6.850 -1.239 0.075
H -2.419 -1.391 -5.559 0.138
H 1.296 0.347 7.542 0.103
H -0.029 -0.611 -5.430 0.091
H -0.556 -2.943 -0.994 0.110
H -0.156 -6.004 -4.244 0.126
H 0.035 3.105 5.228 0.075
H -0.852 7.179 0.307 0.104
H -3.033 0.266 4.064 0.102
H 3.855 0.657 -2.730 0.072
H -2.704 -0.959 -1.702 0.067
H 1.846 0.755 4.844 0.076
H 4.249 5.602 0.667 0.145
H -2.201 3.246 -0.378 0.079
H 3.594 -2.928 6.271 0.057
H 1.174 -0.527 1.211 0.107
H -5.466 7.029 3.390 0.101
H -2.818 6.319 3.227 0.088
H -0.271 3.250 -1.965 0.065
H 2.480 -1.758 8.164 0.134
H -1.675 5.928 -2.257 0.110
H 2.779 1.565 -5.403 0.072
H 1.089 0.375 -1.050 0.082
H 6.490 -3.322 -2.365 0.095
H 6.423 0.329 0.153 0.093
H 1.781 3.344 0.724 0.059
H 2.285 -5.835 -2.566 0.047
H -2.211 4.377 4.263 0.072
H -6.650 -0.711 -6.784 0.143
H 1.105 6.164 3.369 0.093
H -3.239 -4.368 2.305 0.091
H 2.907 1.336 1.833 0.056
H -1.579 -1.823 -2.795 0.068
```

HOMO (alpha / beta)	0.00 / -6.08	eV
net charge	-1
spin multiplicity	2
<S²>	0.75
electronic energy	-118806.72668	eV